# 1
Below is a single C4H8N2O molecule, with properties calculated with ωB97M-V with the def2-TZVPD basis set.

E_tot = -341.93702 Eh
SMILES = O=C1NCCCN1
energy above the lowest of the compared OMol25 structures with the same formula, charge and spin = 41.80 kcal per mole
highest occupied orbital energy = -9.4 eV

Structure (ORCA input):
```
! RIJCOSX wB97M-V def2-TZVPD def2/J DEFGRID3
* xyz 0 1
O 2.793 -0.451 0.034
C 1.590 -0.325 -0.128
N 0.721 -1.397 -0.220
C -0.649 -1.103 -0.493
C -1.135 0.101 0.551
C -0.401 1.271 0.010
N 0.988 0.914 -0.257
H 1.086 -2.268 0.140
H -0.774 -0.715 -1.504
H -1.486 -1.460 0.055
H -0.820 -0.217 1.561
H -2.228 0.318 0.634
H -0.440 2.116 0.693
H -0.902 1.558 -0.926
H 1.658 1.657 -0.151
*
```

=====

# 2
Below is 2 unconnected molecules or ions with the total composition C4H8N2O, with properties calculated with ωB97M-V with the def2-TZVPD basis set.

E_tot = -341.93858 Eh
SMILES = CC(C)=N.N=C=O
energy above the lowest of the compared OMol25 structures with the same formula, charge and spin = 40.83 kcal per mole
highest occupied orbital energy = -10.3 eV

Structure (ORCA input):
```
! RIJCOSX wB97M-V def2-TZVPD def2/J DEFGRID3
* xyz 0 1
C -1.161 1.315 -0.398
C -0.722 -0.039 0.224
C -1.464 -1.261 -0.311
N 0.182 -0.064 1.099
H -1.093 1.356 -1.554
H -0.591 2.204 -0.077
H -2.218 1.419 -0.251
H -1.175 -1.270 -1.432
H -2.506 -1.320 -0.241
H -1.019 -2.072 0.184
H 0.157 -1.120 1.236
N 2.692 0.835 0.701
C 3.206 -0.022 0.082
O 3.811 -0.758 -0.578
H 1.900 0.798 1.316
*
```

=====

# 3
Below is a single C4H8N2O molecule, with properties calculated with ωB97M-V with the def2-TZVPD basis set.

E_tot = -341.95245 Eh
SMILES = C[C@@]1(C(N)=O)CN1
energy above the lowest of the compared OMol25 structures with the same formula, charge and spin = 32.12 kcal per mole
highest occupied orbital energy = -9.6 eV

Structure (ORCA input):
```
! RIJCOSX wB97M-V def2-TZVPD def2/J DEFGRID3
* xyz 0 1
C -1.166 -1.249 0.160
C -0.227 -0.076 -0.021
C 1.231 -0.453 0.204
N 2.176 0.238 -0.493
O 1.529 -1.358 0.962
C -0.651 1.044 -0.898
N -0.582 1.234 0.544
H -2.207 -0.917 0.075
H -0.993 -2.016 -0.603
H -1.013 -1.715 1.136
H 1.949 1.094 -0.971
H 3.132 0.105 -0.199
H 0.037 1.644 -1.493
H -1.640 0.949 -1.341
H -1.522 1.215 0.934
*
```

=====

# 4
Below is a single C4H8N2O molecule, with properties calculated with ωB97M-V with the def2-TZVPD basis set.

E_tot = -341.83088 Eh
SMILES = [H]/N=C1/CON[C@@H]1C
energy above the lowest of the compared OMol25 structures with the same formula, charge and spin = 108.41 kcal per mole
highest occupied orbital energy = -8.5 eV

Structure (ORCA input):
```
! RIJCOSX wB97M-V def2-TZVPD def2/J DEFGRID3
* xyz 0 1
H -0.381 -1.085 2.664
N -1.001 -0.654 1.893
C -0.706 -0.264 0.740
C -1.655 0.269 -0.235
O -0.943 0.929 -1.311
N 0.343 1.318 -0.825
C 0.861 0.283 0.068
C 1.512 -0.850 -0.643
H -2.455 -0.361 -0.663
H -2.213 1.053 0.277
H 0.169 2.284 -0.547
H 1.478 0.563 0.865
H 2.436 -0.662 -1.147
H 0.824 -1.190 -1.313
H 1.731 -1.633 0.177
*
```

=====

# 5
Below is a molecular structure, C4H8N2O, with properties calculated with ωB97M-V with the def2-TZVPD basis set.

E_tot = -341.89219 Eh
energy above the lowest of the compared OMol25 structures with the same formula, charge and spin = 69.94 kcal per mole
highest occupied orbital energy = -10.2 eV

Structure (ORCA input):
```
! RIJCOSX wB97M-V def2-TZVPD def2/J DEFGRID3
* xyz 0 1
C 1.645 0.792 -0.166
C 0.357 -1.621 0.696
C -0.670 -0.477 0.670
C -0.266 0.583 -0.305
N 2.704 0.977 -0.593
N -0.930 1.785 -0.219
O -0.308 0.161 -1.654
H 0.679 -2.067 -0.241
H -0.144 -2.366 1.299
H 1.191 -1.248 1.118
H -1.533 -0.854 0.192
H -0.938 -0.182 1.621
H -1.209 2.196 -1.026
H -1.186 2.302 0.604
H 0.609 0.020 -1.996
*
```

=====

# 6
Below is a single C4H8N2O molecule, with properties calculated with ωB97M-V with the def2-TZVPD basis set.

E_tot = -341.79631 Eh
energy above the lowest of the compared OMol25 structures with the same formula, charge and spin = 130.10 kcal per mole
highest occupied orbital energy = -8.2 eV

Structure (ORCA input):
```
! RIJCOSX wB97M-V def2-TZVPD def2/J DEFGRID3
* xyz 0 1
C -1.337 1.041 -1.332
C 1.427 -0.836 -0.340
C 0.420 -0.727 0.770
C -0.292 0.915 0.883
O 0.856 -1.484 1.849
N -0.890 -0.423 0.867
N -0.962 1.555 -0.037
H 0.098 -1.657 2.427
H -0.030 1.419 1.817
H -2.366 0.676 -1.291
H -1.351 1.889 -2.027
H -0.700 0.253 -1.733
H 2.139 -0.011 -0.274
H 0.967 -0.859 -1.325
H 2.020 -1.750 -0.255
*
```

=====

# 7
Below is a single C4H8N2O molecule, with properties calculated with ωB97M-V with the def2-TZVPD basis set.

E_tot = -341.83183 Eh
SMILES = CC(=O)[C@H]1CN1N
energy above the lowest of the compared OMol25 structures with the same formula, charge and spin = 107.82 kcal per mole
highest occupied orbital energy = -8.3 eV

Structure (ORCA input):
```
! RIJCOSX wB97M-V def2-TZVPD def2/J DEFGRID3
* xyz 0 1
C 1.681 -1.035 0.612
C 1.407 0.279 -0.079
O 2.301 1.046 -0.410
C -0.005 0.775 -0.069
C -0.458 -0.206 -1.159
N -1.097 0.038 0.428
N -2.212 0.747 0.714
H 2.446 -0.874 1.371
H 2.063 -1.744 -0.120
H 0.799 -1.465 1.081
H -0.123 1.832 -0.309
H -1.004 0.245 -1.983
H -0.345 -1.279 -1.184
H -2.484 1.478 0.056
H -2.967 0.163 1.051
*
```

=====

# 8
Below is 2 unconnected molecules or ions with the total composition C4H8N2O, with properties calculated with ωB97M-V with the def2-TZVPD basis set.

E_tot = -341.82872 Eh
SMILES = [H]/N=C1\O[C@H]1N1CC1.[H][H]
energy above the lowest of the compared OMol25 structures with the same formula, charge and spin = 109.77 kcal per mole
highest occupied orbital energy = -9.7 eV

Structure (ORCA input):
```
! RIJCOSX wB97M-V def2-TZVPD def2/J DEFGRID3
* xyz 0 1
H 2.846 -0.538 -1.916
N 2.211 -1.004 -1.267
C 1.663 -0.184 -0.494
O 1.572 1.129 -0.219
C 0.735 0.098 0.559
N -0.634 -0.025 0.366
C -1.659 0.914 0.737
C -1.382 0.590 -0.697
H 1.049 0.036 1.597
H -2.503 0.452 1.241
H -1.389 1.908 1.087
H -2.030 -0.077 -1.260
H -0.899 1.374 -1.280
H 0.348 -2.660 -0.475
H -0.266 -2.616 -0.056
*
```